Entry from OMol25: a 2-piece molecular cluster, C27H36Cl3FINO6P overall in a non-equilibrium geometry (ωB97M-V/def2-TZVPD).

XYZ file:
```
76
Properties=species:S:1:pos:R:3:forces:R:3:mulliken_charge:R:1
O -1.5033 -0.3691 2.8033 -1.7169 -2.6726 -4.1411 -0.4911
C -1.9670 -1.0847 1.8821 2.0325 2.5917 2.6924 -0.0146
I -3.2137 -2.7753 2.5469 0.5625 0.8332 -0.8104 0.0376
C -1.6576 -0.8288 0.3072 0.8286 -0.7067 0.7790 0.3031
C -0.2367 -0.0963 0.1253 -0.1736 1.1125 1.2854 -0.4372
O 0.8826 -0.9732 0.3884 -0.2408 1.4580 -0.8736 -0.2980
C 2.1171 -0.1966 0.6244 0.3922 -1.2986 1.1977 0.8986
C 2.1706 0.1119 2.1966 0.2717 0.3248 0.3419 -0.3895
C 1.9958 -1.1983 3.1299 0.6352 0.7977 1.0123 -0.1632
C 3.0103 -1.0897 4.3953 0.0333 -0.5322 -0.2877 -0.4489
F 2.9807 0.2303 4.9938 -0.0746 -1.8170 -1.0163 -0.2985
C 3.3254 -1.2482 0.2778 -0.1287 -0.5635 -0.3171 -0.8620
O 2.7920 -2.4741 -0.3479 0.4989 3.0521 -0.7243 -0.1362
O 3.0178 -3.5181 0.4982 -0.6171 -2.0394 1.7193 -0.4417
C 2.2441 1.0985 -0.3253 1.6800 0.6755 1.4626 -0.6785
C 1.9169 2.4988 0.3773 -0.5860 0.9736 -0.4330 -0.6714
O 3.0286 2.9831 1.2166 -2.4628 0.8141 0.2441 -0.4405
C 2.4209 4.0869 1.9430 -1.4334 3.6307 2.2730 0.3646
C 1.6593 3.8904 3.2972 -0.0781 2.8267 -0.9225 0.0037
C 0.9750 5.0940 4.0436 1.9699 0.6477 -3.9360 -0.5300
C 1.0551 6.5210 3.3949 1.5118 -2.5912 -1.3592 -0.3554
C 1.8229 6.7453 2.0530 -0.2231 -3.9245 1.4834 -0.5073
C 2.4928 5.5214 1.3466 -1.4420 -0.8090 2.4685 -0.2393
N 1.4297 0.8108 -1.5590 -1.1373 -1.2242 -0.1528 0.1140
P 1.7817 1.9945 -2.9056 1.1573 3.1803 -1.5293 0.4054
O 0.3441 2.8278 -3.3208 1.7046 -2.1856 -0.0114 -0.4496
Cl 2.4481 0.8586 -4.5983 -1.1900 0.2583 1.2466 -0.2158
C -0.0394 0.6081 -1.3035 -2.6795 -0.9922 0.0879 -0.2231
C -0.6168 -0.2427 -2.5541 -0.1568 0.2506 -0.9204 -0.3805
C -1.8386 0.5027 -3.3312 -0.3695 -0.5978 -0.6634 -0.8233
C -3.2237 -0.2782 -3.2463 -4.0301 -1.8819 0.4222 0.2447
C -3.6592 -1.4058 -4.2563 -1.9844 1.2192 2.4972 -0.4177
C -5.0635 -2.1029 -4.1365 0.5477 2.2919 2.4776 -0.4793
C -6.0882 -1.7468 -3.0046 4.0482 2.1494 -0.3474 -0.4171
C -5.6591 -0.6328 -2.0008 1.7840 -1.4386 -2.9242 -0.6300
C -4.2858 0.0592 -2.1420 -0.4515 -1.8312 -1.5479 -0.1267
H -1.6009 -1.8639 -0.1751 -0.4163 1.5230 0.4721 0.3001
H -2.5153 -0.1841 -0.0793 1.1571 -1.0359 0.2822 -0.2466
H -0.2070 0.7186 0.9505 -0.2158 -1.0869 -1.4090 -0.0696
H 3.1830 0.6114 2.4349 -1.5846 -0.6544 -0.4134 0.5059
H 1.3389 0.8428 2.5311 1.4023 -1.0451 -0.7676 -0.1350
H 0.9335 -1.2023 3.5450 1.4048 -0.2489 -0.7759 0.2207
H 2.2594 -2.1796 2.6100 -0.5409 1.3372 0.6342 0.0699
H 4.0895 -1.3177 4.0589 -1.5829 0.6821 0.4890 0.2656
H 2.7564 -1.8541 5.2197 0.1880 1.3283 -1.2921 0.3363
H 3.8948 -1.5891 1.2042 -0.8621 0.6997 -1.1786 0.3857
H 4.0836 -0.8262 -0.4655 -1.0633 -0.3334 0.9353 0.3122
H 2.1172 -3.7596 0.8411 0.7635 0.2345 -0.4409 0.2725
H 3.3425 1.1712 -0.6880 -1.7301 -0.0730 0.6606 0.4941
H 0.9939 2.5012 1.0498 1.0703 -0.4314 -1.1065 0.4738
H 1.7439 3.3465 -0.3977 0.1253 -1.5367 0.8310 0.3547
H 1.5643 2.8688 3.8016 0.3535 1.5509 -0.9723 0.2968
H 0.3993 4.9145 5.0247 1.1475 0.3286 -1.8336 0.3379
H 0.5542 7.4068 3.9346 0.9445 -1.6056 -1.0597 0.3143
H 1.9023 7.7631 1.5419 -0.1897 -1.6443 1.0154 0.3246
H 3.0563 5.6340 0.3488 -0.9860 -0.0287 1.8060 0.3461
H 1.7884 -0.1053 -1.9260 -0.3848 0.5061 0.4322 0.7189
H 0.3852 3.0564 -4.2816 -0.1444 -0.2018 0.7370 0.3493
H -0.6218 1.6070 -1.2553 1.3834 -1.3696 -0.2016 0.6894
H -0.9648 -1.2935 -2.2808 0.6281 1.4854 -0.0712 0.3607
H 0.2068 -0.3827 -3.3587 -1.1261 0.1687 1.4456 0.4341
H -1.9242 1.5845 -2.9771 -0.1423 -1.5527 -0.3749 0.4316
H -1.5627 0.5611 -4.4537 -0.4349 -0.1006 1.8075 0.4045
H -2.9412 -1.6827 -5.1115 -1.3763 0.3940 1.4617 0.2887
H -5.3845 -2.8941 -4.8870 0.7179 1.2233 1.0466 0.3355
H -7.1145 -2.2562 -2.9052 1.9367 0.8851 -0.3071 0.3454
H -6.4167 -0.3588 -1.1907 1.4930 -0.2268 -1.2119 0.3235
H -4.0229 0.8697 -1.3669 -0.5153 -1.2839 -1.4199 0.3382
Cl -3.1450 -6.8088 0.2968 0.0413 0.0937 0.0229 -0.1722
C -2.2507 -5.6786 -0.7490 0.0352 0.0630 -0.0883 -0.2893
C -0.7540 -5.7489 -0.5198 -0.0394 -0.0988 -0.3841 -0.4920
Cl -0.2894 -5.1105 1.0785 0.0836 0.0933 0.1003 -0.1771
H -2.6381 -4.6733 -0.5700 0.0563 -0.1186 0.0803 0.0953
H -2.4802 -5.9532 -1.7805 0.1128 -0.0142 0.0873 0.3574
H -0.2353 -5.1433 -1.2661 -0.0891 -0.0137 0.0707 0.2435
H -0.3831 -6.7726 -0.5955 -0.1030 0.1267 0.1179 0.4490
```
Forces are in eV/Å.

HOMO ... -11.1 eV
Net charge ... +1
Total energy ... -3675.3771 hartree
2S+1 ... 1
LUMO ... -3.53 eV
Kohn-Sham gap ... 7.577 eV